(1)
Entry from the Open Molecules 2025 dataset: a structure of composition C35H52Cl2HfO4P4 at a distorted geometry (ωB97M-V with the def2-TZVPD basis set).

Computed properties:
DFT total energy: -108827.041 eV
Relative energy (zero: lowest compared OMol25 entry of this formula, charge and spin): 0.0000 eV
HOMO-LUMO gap: 8.136 eV

Geometry as ORCA input:
```
! wB97M-V def2-TZVPD RIJCOSX def2/J DEFGRID3
* xyz 2 1
P 2.44 -1.40 -0.66
C 2.89 -3.14 -0.70
C 3.55 -3.69 -1.81
H 3.73 -3.08 -2.70
C 3.98 -5.02 -1.77
H 4.50 -5.44 -2.63
C 3.74 -5.81 -0.64
H 4.08 -6.85 -0.62
C 3.07 -5.27 0.45
H 2.87 -5.88 1.33
C 2.63 -3.94 0.43
H 2.10 -3.52 1.29
C 2.48 -0.74 -2.33
C 1.58 -1.27 -3.28
H 0.90 -2.08 -3.00
C 1.58 -0.77 -4.59
H 0.87 -1.16 -5.31
C 2.50 0.22 -4.96
H 2.52 0.59 -5.98
C 3.41 0.72 -4.02
H 4.14 1.48 -4.30
C 3.40 0.25 -2.70
H 4.11 0.63 -1.97
C 3.64 -0.56 0.40
C 4.99 -0.97 0.36
H 5.29 -1.76 -0.34
C 5.93 -0.38 1.20
H 6.97 -0.70 1.14
C 5.53 0.61 2.11
H 6.27 1.06 2.76
C 4.20 1.01 2.17
H 3.89 1.78 2.87
C 3.25 0.43 1.32
H 2.20 0.73 1.38
Hf -2.28 -0.45 0.68
C -2.29 1.53 -0.34
C -1.22 1.86 -1.06
H -3.15 2.22 -0.29
C -0.01 0.92 -1.08
O 1.08 1.74 -0.63
H 1.93 1.24 -0.64
C -0.14 -0.33 -0.24
H 0.16 0.57 -2.12
C 0.77 -1.26 -0.01
Cl -4.62 0.04 0.99
Cl -1.82 -2.68 1.55
P -3.08 -1.69 -1.49
C -4.64 -2.56 -1.11
H -5.46 -1.83 -1.02
H -4.53 -3.07 -0.14
H -4.86 -3.29 -1.89
C -3.44 -0.55 -2.86
H -2.50 -0.06 -3.17
H -4.12 0.23 -2.50
H -3.89 -1.09 -3.71
C -1.95 -2.96 -2.13
H -1.47 -3.46 -1.27
H -1.17 -2.49 -2.73
H -2.51 -3.69 -2.72
P -1.00 3.43 -1.95
C -2.67 4.07 -2.10
C -0.28 3.02 -3.54
H -3.09 4.27 -1.10
H -3.31 3.34 -2.62
H -2.63 5.01 -2.67
H 0.75 2.65 -3.40
H -0.27 3.94 -4.15
H -0.89 2.25 -4.03
C 0.05 4.56 -1.03
H -0.32 4.67 0.00
H 0.02 5.54 -1.54
H 1.08 4.16 -1.02
H 0.51 -2.14 0.60
C -4.22 3.51 2.57
C -2.72 3.32 2.67
O -2.36 2.11 3.44
P -1.79 0.67 2.92
O -2.07 -0.29 4.24
C -3.23 -1.21 4.24
C -4.43 -0.53 4.82
O -0.19 0.84 2.94
C 0.76 0.03 3.77
C 1.30 1.11 4.66
H -4.71 2.74 1.96
H -4.35 4.48 2.08
H -4.70 3.58 3.55
H -2.25 3.33 1.68
H -2.30 4.16 3.25
H -3.47 -1.52 3.21
H -2.94 -2.14 4.77
H -4.59 0.41 4.29
H -5.31 -1.15 4.72
H -4.30 -0.29 5.87
H 0.22 -0.76 4.32
H 1.43 -0.41 3.04
H 0.45 1.64 5.09
H 1.96 0.79 5.46
H 1.83 1.82 4.02
*
```

(2)
Entry from the Open Molecules 2025 dataset: a cluster of 15 separate species, C110H126N18O18 in total at a distorted geometry (ωB97M-V with the def2-TZVPD basis set).

Computed properties:
DFT total energy: -179688.046 eV
HOMO-LUMO gap: 1.212 eV

Geometry as ORCA input:
```
! wB97M-V def2-TZVPD RIJCOSX def2/J DEFGRID3
* xyz 8 1
C 19.14 23.27 19.27
C 18.57 23.84 20.38
C 17.77 25.15 20.40
O 17.23 25.65 21.45
C 17.59 25.89 19.24
C 18.14 25.34 18.00
C 18.99 23.98 18.02
O 19.49 23.60 16.92
O 17.97 26.02 16.95
O 19.02 23.29 21.48
H 19.50 22.25 19.36
H 16.99 26.79 19.11
C 18.59 26.28 13.94
N 19.80 27.00 14.37
C 20.56 26.46 15.32
C 21.76 27.10 15.68
C 22.03 28.37 15.23
C 21.14 28.95 14.24
C 20.04 28.21 13.73
C 23.27 29.05 15.65
C 24.55 28.48 15.62
C 25.69 29.19 16.05
N 25.53 30.46 16.47
C 24.34 31.05 16.59
C 23.16 30.38 16.18
C 26.72 31.19 16.93
H 18.40 25.55 14.72
H 18.68 25.74 12.99
H 17.76 26.97 13.95
H 20.27 25.51 15.74
H 22.44 26.70 16.41
H 21.35 29.92 13.82
H 19.29 28.66 13.10
H 24.68 27.47 15.26
H 26.70 28.81 15.98
H 24.40 32.06 16.96
H 22.23 30.92 16.21
H 26.68 32.21 16.53
H 27.61 30.72 16.52
H 26.75 31.07 18.01
C 16.87 20.26 26.87
N 16.44 20.46 25.49
C 15.80 19.51 24.79
C 15.54 19.69 23.44
C 15.91 20.85 22.74
C 16.61 21.75 23.47
C 16.90 21.58 24.84
C 15.71 20.99 21.27
C 14.42 21.34 20.79
C 14.28 21.43 19.38
N 15.35 21.23 18.56
C 16.65 21.01 19.01
C 16.78 20.85 20.38
C 15.20 21.37 17.08
H 15.92 20.08 27.37
H 17.40 21.12 27.26
H 17.44 19.33 26.90
H 15.51 18.62 25.34
H 15.03 18.88 22.94
H 17.03 22.63 23.00
H 17.59 22.21 25.39
H 13.59 21.45 21.46
H 13.27 21.49 19.00
H 17.42 20.78 18.29
H 17.72 20.56 20.82
H 14.74 22.34 16.92
H 14.52 20.57 16.77
H 16.12 21.18 16.53
C 13.05 25.70 30.58
N 13.28 25.84 29.12
C 13.97 24.89 28.45
C 14.11 24.99 27.05
C 13.51 26.05 26.42
C 12.79 27.01 27.13
C 12.72 26.87 28.49
C 13.68 26.21 24.94
C 14.06 25.17 24.11
C 14.09 25.28 22.72
N 14.00 26.50 22.25
C 13.67 27.61 22.98
C 13.57 27.47 24.36
C 14.24 26.74 20.81
H 11.97 25.81 30.70
H 13.49 26.57 31.08
H 13.45 24.77 30.98
H 14.40 24.14 29.10
H 14.64 24.17 26.58
H 12.33 27.90 26.73
H 12.09 27.53 29.07
H 14.28 24.19 24.53
H 14.32 24.46 22.05
H 13.46 28.50 22.39
H 13.45 28.33 25.00
H 14.65 25.86 20.32
H 15.07 27.45 20.66
H 13.31 27.10 20.37
C 19.79 14.66 15.03
N 20.20 15.87 15.87
C 20.03 15.96 17.23
C 20.51 17.14 17.90
C 21.15 18.17 17.23
C 21.43 17.98 15.84
C 20.84 16.88 15.21
C 21.52 19.48 17.83
C 21.38 20.75 17.25
C 21.71 21.87 17.88
N 22.13 21.86 19.22
C 22.33 20.63 19.82
C 22.03 19.42 19.13
C 22.47 23.20 19.89
H 18.70 14.64 14.94
H 20.11 13.81 15.63
H 20.35 14.59 14.09
H 19.32 15.29 17.70
H 20.23 17.24 18.94
H 21.84 18.82 15.30
H 20.97 16.61 14.17
H 20.93 20.74 16.27
H 21.68 22.86 17.46
H 22.73 20.62 20.82
H 22.15 18.46 19.61
H 21.98 23.95 19.26
H 23.52 23.45 19.78
H 22.09 23.28 20.90
C 17.20 26.94 25.40
N 18.30 26.83 24.44
C 19.09 25.77 24.44
C 20.08 25.71 23.50
C 20.40 26.79 22.59
C 19.59 27.92 22.67
C 18.51 27.89 23.55
C 21.52 26.72 21.63
C 21.38 27.31 20.33
C 22.48 27.43 19.47
N 23.61 26.75 19.74
C 23.75 26.08 20.89
C 22.76 26.14 21.86
C 24.79 26.99 18.86
H 16.87 27.98 25.32
H 17.51 26.74 26.43
H 16.42 26.21 25.20
H 18.86 24.95 25.11
H 20.73 24.84 23.46
H 19.74 28.76 22.00
H 17.81 28.70 23.65
H 20.47 27.81 20.05
H 22.51 28.07 18.61
H 24.74 25.71 21.09
H 22.91 25.65 22.81
H 24.49 27.66 18.05
H 25.17 26.03 18.53
H 25.44 27.60 19.49
C 17.41 17.29 20.82
N 16.36 16.34 21.31
C 15.04 16.59 21.12
C 14.09 16.03 21.93
C 14.41 15.10 22.94
C 15.73 14.77 23.05
C 16.71 15.31 22.21
C 13.32 14.49 23.82
C 11.94 14.62 23.53
C 11.01 14.21 24.53
N 11.41 13.77 25.74
C 12.73 13.67 26.01
C 13.65 14.04 25.10
C 10.41 13.28 26.74
H 18.20 17.47 21.55
H 16.89 18.17 20.44
H 17.97 16.75 20.06
H 14.68 17.30 20.39
H 13.08 16.33 21.70
H 15.96 14.02 23.79
H 17.74 15.01 22.27
H 11.55 15.15 22.68
H 9.95 14.35 24.44
H 13.00 13.42 27.03
H 14.67 14.18 25.42
H 9.43 13.07 26.32
H 10.33 14.08 27.47
H 10.73 12.46 27.38
C 17.67 28.95 17.15
N 17.13 30.08 17.95
C 17.08 29.96 19.31
C 16.59 31.02 20.08
C 16.03 32.14 19.42
C 16.03 32.20 18.00
C 16.58 31.13 17.27
C 15.46 33.31 20.19
C 14.67 33.12 21.30
C 13.98 34.22 21.92
N 14.21 35.46 21.46
C 15.02 35.65 20.39
C 15.66 34.61 19.77
C 13.31 36.52 21.94
H 18.40 28.42 17.76
H 18.16 29.49 16.33
H 16.87 28.32 16.75
H 17.55 29.08 19.73
H 16.72 31.04 21.15
H 15.48 32.98 17.50
H 16.67 31.11 16.20
H 14.49 32.15 21.74
H 13.34 34.13 22.78
H 15.07 36.66 20.01
H 16.29 34.77 18.90
H 13.37 37.37 21.25
H 13.72 36.86 22.88
H 12.27 36.20 22.03
C 27.47 19.49 32.48
N 26.55 19.98 31.35
C 25.34 20.57 31.75
C 24.57 21.26 30.82
C 24.91 21.17 29.40
C 26.18 20.59 29.08
C 26.94 20.04 30.11
C 23.93 21.66 28.33
C 22.54 21.54 28.42
C 21.81 21.94 27.29
N 22.40 22.43 26.21
C 23.69 22.62 26.10
C 24.52 22.29 27.18
C 21.57 22.80 25.04
H 27.72 20.38 33.06
H 28.28 18.88 32.11
H 26.87 18.85 33.13
H 25.12 20.57 32.81
H 23.70 21.77 31.20
H 26.50 20.61 28.04
H 27.91 19.67 29.79
H 22.01 21.00 29.19
H 20.73 21.91 27.33
H 24.02 22.90 25.11
H 25.57 22.43 26.93
H 21.86 23.81 24.72
H 20.50 22.85 25.23
H 21.87 22.14 24.23
N 16.41 18.01 17.27
O 15.31 18.26 17.79
O 17.18 18.92 16.87
O 16.85 16.89 17.20
N 20.74 30.74 18.85
O 20.08 30.48 19.86
O 20.14 31.16 17.87
O 21.96 30.59 18.92
C 16.64 28.84 11.74
C 16.40 29.10 13.25
O 17.16 29.82 13.87
O 15.44 28.64 13.82
H 15.84 28.17 11.43
H 17.55 28.24 11.66
H 16.56 29.67 11.04
C 12.62 24.97 18.09
C 12.04 24.10 19.09
O 10.87 23.65 18.86
O 12.59 23.98 20.21
H 12.27 25.99 18.22
H 12.38 24.62 17.08
H 13.71 24.98 18.13
C 23.29 23.71 15.09
C 24.12 24.52 16.07
O 23.75 24.55 17.31
O 25.09 25.18 15.74
H 23.59 22.68 15.26
H 23.64 23.95 14.09
H 22.21 23.86 15.14
C 20.00 20.20 23.24
C 19.63 19.46 24.53
O 19.77 20.09 25.57
O 19.16 18.29 24.47
H 21.05 20.21 22.98
H 19.56 21.20 23.29
H 19.48 19.78 22.38
*
```

(3)
Entry from the Open Molecules 2025 dataset: a structure of composition C13H18LaNO3 at a distorted geometry (ωB97M-V with the def2-TZVPD basis set).

Computed properties:
DFT total energy: -22241.704 eV
Relative energy (zero: lowest compared OMol25 entry of this formula, charge and spin): 0.0000 eV
HOMO-LUMO gap: 2.063 eV

Geometry as ORCA input:
```
! wB97M-V def2-TZVPD RIJCOSX def2/J DEFGRID3
* xyz 2 1
C 4.44 -0.01 1.08
C 3.62 0.14 -0.23
C 3.34 -1.22 -0.85
C 2.33 0.89 0.19
C 1.43 1.18 -1.00
N 0.72 0.11 -1.54
C -0.33 -0.42 -0.69
O -1.58 0.03 -1.16
C -2.64 -0.20 -0.35
C -3.80 0.47 -0.69
C -4.93 0.31 0.08
C -4.99 -0.47 1.22
C -3.76 -1.18 1.58
C -2.63 -1.01 0.77
C 0.35 2.43 -0.49
O 0.31 3.29 -1.33
O -0.18 2.26 0.57
H 5.22 -0.75 0.96
H 4.84 0.96 1.37
H 3.78 -0.30 1.90
H 4.20 0.80 -0.88
H 3.14 -1.10 -1.92
H 4.21 -1.86 -0.70
H 2.46 -1.69 -0.40
H 1.84 0.32 0.97
H 2.60 1.85 0.64
H 2.05 1.60 -1.78
H 0.23 0.49 -2.36
H -0.30 -1.52 -0.77
H -0.13 -0.18 0.36
H -3.83 1.10 -1.56
H -5.84 0.83 -0.20
H -5.88 -0.56 1.85
H -3.63 -1.84 2.52
H -1.73 -1.52 1.10
La -4.90 -3.23 1.73
*
```

(4)
Entry from the Open Molecules 2025 dataset: a structure of composition C6H8CsNaO6 at a distorted geometry (ωB97M-V with the def2-TZVPD basis set).

Computed properties:
DFT total energy: -23597.912 eV
Relative energy (zero: lowest compared OMol25 entry of this formula, charge and spin): 0.6830 eV
HOMO-LUMO gap: 5.289 eV

Geometry as ORCA input:
```
! wB97M-V def2-TZVPD RIJCOSX def2/J DEFGRID3
* xyz 0 1
O -1.99 -0.87 0.24
C -0.99 -0.59 -0.59
C -2.52 0.19 1.07
O -0.04 0.09 0.08
O -2.04 1.72 -0.70
C -3.06 1.29 0.14
H -1.72 0.61 1.71
H -3.34 -0.27 1.62
H -3.62 1.95 0.83
H -3.91 0.84 -0.42
O 1.62 -0.60 -1.50
C 1.33 0.29 -0.47
C 2.18 -1.80 -0.97
O 1.44 1.54 -0.77
O 2.19 -0.10 0.60
C 2.41 -1.50 0.51
H 3.12 -2.00 -1.51
H 1.48 -2.63 -1.12
H 3.44 -1.69 0.84
H 1.69 -2.03 1.15
Cs -0.79 3.51 -1.37
Na 3.11 2.04 0.62
*
```